109
Properties=species:S:1:pos:R:3:forces:R:3 method="wB97M-V/def2-TZVPD" fmax_ev_per_a=3.5 homo_lumo_gap_ha=0.1487 e_above_lowest_ev=0.6119
N 3.940884 1.930998 -10.585483 -0.6 0.0 2.5
C 3.638524 1.944210 -9.455747 -0.2 0.3 -2.6
C 3.307497 1.932984 -8.061552 -1.2 0.1 0.8
C 2.157996 2.408521 -7.414883 1.2 -0.6 -1.4
C 2.027321 2.312529 -6.000264 2.5 -1.4 0.4
N 0.984625 3.068368 -5.377715 -2.6 1.5 1.7
O 0.160096 3.669208 -6.097748 1.8 -1.3 1.0
O 0.957038 3.141751 -4.126433 0.3 -0.5 -2.5
C 3.006224 1.645827 -5.219800 -1.2 1.1 -0.3
C 4.209815 1.314352 -5.858184 1.9 0.2 -0.1
N 5.506301 1.178913 -5.336875 -0.6 0.1 -1.2
O 6.008826 1.116773 -4.230602 -0.8 0.0 -1.5
O 6.371647 1.203831 -6.511855 -0.9 -0.5 0.7
N 5.647075 1.329696 -7.699532 -1.4 0.2 2.6
C 4.374000 1.447940 -7.256960 1.8 0.2 -0.4
H 1.346341 2.844239 -7.992229 0.2 0.0 0.2
H 2.907070 1.439632 -4.162836 -0.2 0.4 0.1
C -0.801515 2.505885 -0.825759 -0.5 -0.2 0.2
C 0.475133 3.059227 -0.206657 -0.1 -0.4 -0.4
C 0.838761 4.291227 -1.042407 0.3 0.1 -0.2
C 0.191809 3.596200 1.193046 0.1 -0.2 0.4
C 1.626173 1.997767 -0.211014 -0.5 0.1 0.0
C 2.565685 2.084452 -1.250374 0.4 0.2 0.2
C 3.868585 1.636912 -1.046927 -0.3 -0.2 0.3
C 4.146659 0.944261 0.130641 0.3 -0.1 -0.4
C 3.120085 0.415931 0.929175 -0.1 -0.1 0.2
C 3.549206 -0.752516 1.883581 0.0 0.4 -0.1
C 2.460221 -1.790103 2.082663 -0.4 -0.1 0.3
C 4.010755 -0.212218 3.245968 0.1 0.1 0.2
C 4.711037 -1.566128 1.293511 0.3 0.0 -0.1
C 1.812751 0.975360 0.774726 0.1 -0.1 0.1
N 0.667748 0.481929 1.537265 0.4 0.7 0.6
C 0.536321 0.566770 2.995558 0.7 0.7 -0.1
C -0.606261 -0.371303 3.323431 -0.7 -0.7 0.0
N -1.227361 -0.675942 2.015534 -0.1 0.4 0.3
C -2.553189 -1.291400 2.041132 -0.3 -0.2 0.7
C -3.686865 -0.495054 2.430820 0.1 0.1 0.1
C -3.737935 1.026266 2.801134 -0.1 -0.3 -0.1
C -5.071182 1.646145 2.346029 -0.3 0.1 -0.1
C -2.664214 1.871173 2.144844 0.5 0.3 0.0
C -3.701396 1.174909 4.330042 0.0 0.0 0.2
C -4.930707 -1.115047 2.565996 -0.3 -0.1 -0.3
C -5.139810 -2.441110 2.221936 0.2 -0.1 0.5
C -4.030449 -3.236283 2.012658 -0.3 0.2 -0.2
C -2.740324 -2.706377 1.952992 0.3 -0.1 0.2
C -1.661975 -3.824562 1.935400 -0.2 0.1 -0.2
C -2.059283 -4.962233 0.984612 -0.1 -0.2 -0.2
C -1.574078 -4.429520 3.343953 0.0 0.1 0.1
C -0.320582 -3.316189 1.488812 0.6 0.0 0.0
C -0.379035 -0.244203 0.993161 0.6 -1.1 -2.3
C -0.315541 -0.576635 -0.359800 -0.2 0.4 2.0
C -1.391307 -1.248688 -1.034168 -0.6 -0.2 -0.6
C -2.725996 -0.866024 -0.758632 0.5 -0.3 -0.5
C -3.780399 -1.599382 -1.285760 0.0 -0.3 -0.3
C -3.519659 -2.688888 -2.136939 0.1 0.1 0.4
C -2.195600 -3.016201 -2.480006 -0.2 0.2 -0.2
C -1.128256 -2.290202 -1.958705 -0.7 0.5 0.4
H -1.161301 1.637874 -0.269967 0.0 0.3 -0.3
H -1.580693 3.281634 -0.800357 0.1 -0.1 -0.2
H -0.631739 2.191005 -1.862474 -0.1 0.1 0.1
H 1.816596 4.687632 -0.753813 0.0 0.0 -0.1
H 0.826828 4.072066 -2.114941 0.1 0.2 0.3
H 0.092653 5.074890 -0.858461 0.1 -0.2 0.0
H 1.049618 4.170267 1.565185 -0.1 -0.1 0.0
H -0.676751 4.267802 1.151636 0.2 -0.1 0.0
H -0.024266 2.798950 1.903217 0.0 0.2 -0.1
H 2.317234 2.557803 -2.207372 0.0 0.2 0.7
H 4.647707 1.830113 -1.790895 -0.2 0.0 0.3
H 5.191706 0.727625 0.373540 -0.5 -0.2 -0.2
H 2.129393 -2.213843 1.128546 0.0 0.1 0.2
H 2.850298 -2.603511 2.710627 0.0 0.1 -0.2
H 1.604526 -1.386254 2.614899 0.1 -0.3 -0.2
H 5.012822 0.228205 3.171646 -0.2 0.0 0.0
H 3.340765 0.552552 3.654258 0.2 -0.1 -0.1
H 4.062827 -1.041667 3.965475 0.0 0.2 -0.1
H 5.657513 -1.018168 1.279523 -0.1 -0.1 -0.1
H 4.863454 -2.459674 1.912158 0.0 0.2 -0.1
H 4.471841 -1.904531 0.278975 0.1 0.1 0.1
H 1.483206 0.287692 3.474163 -0.5 0.1 0.0
H 0.298235 1.598600 3.304937 0.1 -0.3 0.0
H -0.287477 -1.318699 3.797482 0.1 0.3 -0.1
H -1.348690 0.068461 4.003655 0.4 0.0 -0.3
H -5.912622 1.334227 2.972510 0.1 0.1 -0.2
H -5.018437 2.738575 2.422695 0.1 -0.1 0.0
H -5.295006 1.391117 1.304194 0.0 0.0 0.1
H -1.668918 1.488744 2.334416 -0.1 0.2 -0.1
H -2.809651 1.938124 1.060288 0.0 0.0 0.2
H -2.683851 2.891036 2.554186 -0.2 -0.2 -0.1
H -2.841570 0.679329 4.791308 -0.2 0.1 0.0
H -3.665667 2.240652 4.591667 0.0 -0.2 0.0
H -4.609789 0.740810 4.767320 0.2 0.1 0.0
H -5.788365 -0.552061 2.942189 0.4 -0.2 -0.4
H -6.142491 -2.873567 2.218613 0.3 0.1 0.2
H -4.176810 -4.315660 1.945416 0.1 0.5 -0.1
H -2.368975 -4.576901 0.006774 0.1 -0.1 0.1
H -1.201971 -5.631498 0.843256 -0.1 0.1 0.0
H -2.867580 -5.568581 1.406899 0.1 0.0 -0.2
H -1.297673 -3.675839 4.092838 0.0 -0.1 -0.1
H -2.543780 -4.858557 3.628198 0.2 0.1 0.0
H -0.823573 -5.230544 3.350704 -0.1 0.1 0.0
H 0.040470 -2.566495 2.183823 0.1 -0.2 -0.1
H 0.425296 -4.119378 1.454263 -0.2 0.0 0.0
H -0.390671 -2.871499 0.493277 0.2 -0.1 0.2
H 0.576490 -0.284078 -0.905417 -0.2 0.0 0.1
H -2.879742 0.037446 -0.159665 -0.1 -0.5 -0.2
H -4.807766 -1.316768 -1.036726 0.3 -0.2 -0.2
H -4.354193 -3.294109 -2.505055 0.4 0.3 0.0
H -2.001678 -3.835995 -3.176737 -0.1 0.2 0.2
H -0.087073 -2.483332 -2.225647 -0.3 -0.2 0.1



9
Properties=species:S:1:pos:R:3:forces:R:3 method="wB97M-V/def2-TZVPD" fmax_ev_per_a=3.0 homo_lumo_gap_ha="0.2553 / 0.2794" e_above_lowest_ev=0.5271
C -0.246444 -1.034018 -0.626506 -2.3 -1.7 0.7
C 0.391104 -1.545509 0.389979 1.6 1.3 -0.5
Si 3.197041 -0.195488 -0.001851 -2.2 0.6 1.2
Cl -1.910510 -1.640222 -1.230291 0.9 -0.2 0.7
Cl 0.371941 -2.685708 1.604782 -0.2 0.1 -0.7
Cl 4.305789 -0.804925 1.565473 0.3 -0.2 0.1
Cl 3.838951 -0.636201 -1.806772 0.6 -0.6 -1.2
Cl 3.019343 1.866746 0.042789 0.0 -0.5 0.1
H -0.250554 -0.121491 -1.136379 1.3 1.1 -0.5